1.
18
Properties=species:S:1:pos:R:3 method="wB97M-V/def2-TZVPD" smiles="C=CN.CCN" e_homo_ev=-8.31 relative_energy_ev=3.484 total_energy_ha=-268.98832 lumo_ev=1.107
C -2.3429 -0.6767 0.8387
C -1.6446 -0.5712 -0.4806
N -1.6133 0.8246 -0.9515
H -2.7070 -1.6416 0.9769
H -3.2640 -0.0321 0.9961
H -1.5429 -0.6109 1.7460
H -2.1781 -1.1835 -1.3419
H -0.5611 -0.9022 -0.4553
H -1.7788 0.9645 -1.9519
H -2.2093 1.4278 -0.4396
C 2.3599 -0.8000 0.7415
C 2.8636 0.2974 0.0452
N 2.2563 1.5376 -0.4503
H 1.9148 -0.7245 1.7792
H 2.8670 -1.7031 0.5962
H 3.7314 0.0607 -0.3886
H 1.3694 1.2315 -0.9165
H 2.4796 2.5018 -0.3436

2.
18
Properties=species:S:1:pos:R:3 method="wB97M-V/def2-TZVPD" smiles=CNCCNC e_homo_ev=-9.09 relative_energy_ev=3.100 total_energy_ha=-269.00242 lumo_ev=1.065
C 2.6203 0.7255 0.2050
C 0.6304 -0.7422 0.2137
C -0.4319 0.1803 -0.1578
C -2.8904 0.5145 -0.0513
H 3.6308 0.9288 -0.2180
H 2.7171 0.6309 1.3293
H 2.0744 1.6929 0.0633
H 2.4121 -1.2908 -0.5523
H 0.6283 -0.7913 1.2699
H 0.4365 -1.7388 -0.1915
H -0.3926 1.1572 0.4868
H -0.5028 0.4415 -1.1973
H -1.8063 -0.8628 1.1636
H -2.7574 0.9556 -1.2607
H -2.6008 1.5388 0.5970
H -4.0104 -0.0606 -0.1171
N 1.9058 -0.3859 -0.5043
N -1.8201 -0.5669 0.1285

3.
18
Properties=species:S:1:pos:R:3 method="wB97M-V/def2-TZVPD" smiles="[NH3+]/C=C/CC[NH3+]" e_homo_ev=-18.88 relative_energy_ev=0.213 total_energy_ha=-268.47293 charge=+2 lumo_ev=-6.678
C -0.4220 0.4582 1.6182
C -0.8890 -0.2466 0.3141
C -0.3837 0.3611 -0.9651
C 0.6079 -0.1983 -1.6416
N 1.0286 0.2880 -2.9696
N -0.0850 -0.5050 2.7388
H 0.3708 1.1962 1.5868
H -1.2740 1.0234 2.0072
H -0.7765 -1.3261 0.3815
H -1.9738 -0.1860 0.3408
H -0.9203 1.2078 -1.3674
H 1.1959 -1.0231 -1.2696
H 0.5156 1.1104 -3.2969
H 2.0310 0.5381 -2.9731
H 0.9697 -0.4793 -3.6468
H -0.4396 -1.4534 2.5951
H 0.9192 -0.5910 2.9209
H -0.4748 -0.1744 3.6266

4.
19
Properties=species:S:1:pos:R:3 method="wB97M-V/def2-TZVPD" smiles=C[C@@H](O)[C@@H](N)CN e_homo_ev=-9.44 relative_energy_ev=1.948 total_energy_ha=-344.31345 lumo_ev=0.802
N 0.4337 -1.7675 0.6840
C 0.4769 -0.3602 0.2836
C -0.6159 0.5556 0.9564
C -0.1949 2.0309 0.8716
O -1.9378 0.2597 0.5559
C 0.1874 -0.2990 -1.2044
N 1.3478 -0.2822 -2.1554
H 1.0421 -2.0320 1.4504
H 0.8558 -2.3463 -0.0450
H 1.4448 0.0837 0.5300
H -0.6098 0.3265 2.0371
H -0.9189 2.8429 0.7733
H 0.3792 2.1465 1.7909
H 0.6158 2.1528 0.1504
H -1.9354 -0.7069 0.5714
H -0.2954 0.6767 -1.4483
H -0.4901 -1.1423 -1.4477
H 2.2303 -0.2448 -1.6292
H 1.6374 -1.2082 -2.5100

5.
19
Properties=species:S:1:pos:R:3 method="wB97M-V/def2-TZVPD" smiles=C1CO1.CNCN e_homo_ev=-8.63 relative_energy_ev=2.734 total_energy_ha=-344.28454 lumo_ev=1.039
C 2.6935 -0.1369 -0.0816
C 2.3168 1.1901 -0.5674
O 1.7986 0.6735 0.6221
H 3.0122 2.0147 -0.4553
H 2.2681 -1.0218 -0.5444
H 3.6632 -0.2780 0.3835
H 1.6140 1.2837 -1.3889
C -1.6098 -0.0746 -0.6376
C -1.9090 -0.2151 1.7672
N -1.1120 -0.6037 0.6235
N -0.9679 -0.6744 -1.7833
H -0.1500 -0.2887 0.7639
H -1.1181 -1.6776 -1.7616
H 0.0345 -0.5211 -1.7344
H -2.6795 -0.3031 -0.6967
H -1.4888 1.0211 -0.7173
H -1.4550 -0.6268 2.6665
H -2.0027 0.8721 1.8885
H -2.9081 -0.6336 1.6533

6.
19
Properties=species:S:1:pos:R:3 method="wB97M-V/def2-TZVPD" smiles="NC(N)CO.C=C" e_homo_ev=-8.66 relative_energy_ev=2.901 total_energy_ha=-344.27840 lumo_ev=1.024
C -2.0676 -0.5580 -1.1584
C -1.6378 0.7113 -1.3375
H -0.1295 0.6994 -0.2901
H -1.0776 0.9762 -2.2247
H -2.9228 -0.7781 -0.5362
H -1.7381 -1.3530 -1.8105
H -0.7028 -1.2322 0.4296
H -2.2150 1.5410 -0.9505
C 0.7168 0.3597 0.5083
N 2.0505 0.5494 -0.0141
N 0.5058 1.2016 1.6654
C 0.4114 -1.1102 0.6981
O 1.0658 -1.9535 -0.2168
H 1.9979 -1.6969 -0.2114
H 2.0584 0.5822 -1.0281
H 2.4621 1.4067 0.3521
H 1.0605 0.8707 2.4517
H -0.4687 1.1994 1.9432
H 0.6307 -1.4157 1.7297

7.
19
Properties=species:S:1:pos:R:3 method="wB97M-V/def2-TZVPD" e_homo_ev="-7.66 / -7.66" relative_energy_ev=6.610 total_energy_ha=-344.14211 lumo_ev="-0.168 / -0.170"
C -0.2340 -0.3522 -1.9088
C -0.7919 -1.3949 0.3779
C 0.3387 -0.9163 1.1755
C 0.4251 1.3332 1.4508
N -1.1324 -0.3955 -0.7237
N 0.9311 0.4992 -1.8673
O -1.4284 0.8325 -0.2887
H -0.7026 1.0434 0.6652
H 1.5747 0.2277 -1.1350
H 0.6589 1.4611 -1.7013
H 0.0628 -1.3800 -2.1227
H -0.8726 -0.0035 -2.7226
H -0.5779 -2.3300 -0.1411
H -1.7043 -1.4978 0.9646
H 1.3344 -1.0512 0.7746
H 0.2608 -0.8974 2.2508
H 1.4923 1.1554 1.5281
H 0.3721 2.3195 0.9761
H -0.0068 1.3467 2.4476

8.
19
Properties=species:S:1:pos:R:3 method="wB97M-V/def2-TZVPD" smiles=CNCOCCN e_homo_ev=-8.61 relative_energy_ev=2.842 total_energy_ha=-344.28059 lumo_ev=1.005
C -1.0070 -0.7098 -0.0132
O -0.8555 0.6127 0.4390
C -0.3784 -1.6364 1.0169
N -0.5827 -3.0405 0.6493
H -2.0813 -0.9214 -0.0771
H -0.5350 -0.8547 -0.9941
H 0.6779 -1.3565 0.9945
H -0.7956 -1.3695 1.9937
H -0.0272 -3.6522 1.2334
H -1.5458 -3.2722 0.8684
C 1.2978 1.5002 -1.6343
C -0.1241 1.9708 0.3215
N 1.1154 1.8341 -0.2369
H 1.8067 0.5448 -1.7743
H 1.7799 2.3018 -2.1959
H 0.2775 1.3800 -2.0079
H -0.8684 2.4852 -0.2762
H -0.0841 2.3231 1.3462
H 1.9299 1.8604 0.3471